Here is a 2-piece molecular cluster, C4H12N2S overall from OMol25. Energies are from the ωB97M-V functional and the def2-TZVPD basis.

Values from the calculation:
Orbital gap, eV: 7.777
Maximum force, hartree/bohr: 0.098
Multiplicity: 1
DFT total energy, eV: -18154.706
E_HOMO, hartree: -0.3295

Last column: Mulliken charge in e.
Geometry (Å):
1 C 0.11391 -0.30493 -1.01177  -0.6427
2 N -0.70026 -0.69933 0.13877  -0.4323
3 C -2.04508 -0.08750 -0.04562  -0.3015
4 N -2.72671 -0.33932 1.24410  -0.6865
5 C 1.62807 -0.48507 -0.75165  -0.4474
6 C 2.10346 0.35918 0.50466  -0.8769
7 S 1.06739 1.69772 0.96594  -0.1860
8 H -0.17556 0.71514 -1.29268  0.3153
9 H -0.19948 -0.93514 -1.86280  0.4298
10 H -0.32750 -0.26023 0.96457  0.1800
11 H -2.16455 0.93058 -0.45754  0.3566
12 H -2.55772 -0.76492 -0.74396  0.2837
13 H -2.30296 -1.18586 1.54499  0.2814
14 H -2.50791 0.30335 1.99200  0.2537
15 H 2.13735 -0.15976 -1.66377  0.3359
16 H 1.88357 -1.53921 -0.58751  0.3157
17 H 3.17283 0.60124 0.50351  0.3229
18 H 1.95445 -0.30025 1.37772  0.3824
19 H 1.64670 2.45431 -0.81893  0.1159



Here is an isolated ion of composition C3H10N and charge +1 from OMol25. Energies are from the ωB97M-V functional and the def2-TZVPD basis.

Values from the calculation:
Orbital gap, eV: 12.980
SMILES: CC[NH2+]C
Maximum force, hartree/bohr: 0.107
Total charge: +1
Multiplicity: 1
DFT total energy, eV: -4755.207
E_HOMO, hartree: -0.6109

Last column: Mulliken charge in e.
Geometry (Å):
1 C 2.00100 -0.13859 0.05833  -0.9789
2 C 0.35792 -0.59518 -0.21879  -0.6885
3 N -0.48577 0.51469 0.25309  -0.1922
4 C -1.91003 0.15817 -0.08688  -0.9601
5 H 2.62222 -0.96601 -0.24124  0.3525
6 H 2.12538 0.93978 -0.44875  0.2965
7 H 2.17423 -0.01518 1.08850  0.3861
8 H 0.13784 -1.34365 0.55128  0.4340
9 H 0.05400 -0.86326 -1.22894  0.4013
10 H -0.37554 1.36571 -0.31122  0.3620
11 H -0.16151 0.53140 1.27122  0.4082
12 H -1.96304 0.19585 -1.07716  0.4440
13 H -2.15817 -0.78070 0.27511  0.3894
14 H -2.54724 0.87486 0.45836  0.3458